Entry 1:
Molecular formula: C28H38ClF8IN3O13PS2
Method: DFT, ωB97M-V/def2-TZVPD

CARTESIAN COORDINATES (ANGSTROEM)
C -1.307 -1.441 0.521
C 8.161 2.504 -0.960
H 0.967 -1.541 -1.924
C 3.368 0.413 1.567
H 0.728 -2.442 0.025
C 0.838 -0.242 1.792
S -2.843 1.012 2.108
C 7.455 2.958 -2.238
F 10.599 2.623 -2.975
H -3.486 0.764 -0.543
C -4.881 -4.355 -1.364
O -3.093 2.318 1.353
C -3.719 -0.486 1.415
C 3.780 1.779 0.785
C 10.055 2.245 -4.147
H -6.520 0.445 -0.024
H 0.812 -1.064 2.611
H 4.295 -0.272 1.448
H 7.670 4.445 -3.738
C 9.875 0.729 -4.265
C -5.536 2.091 -1.147
O -3.322 1.485 3.483
H 5.137 2.362 -0.632
H 9.534 0.452 -5.265
H -3.548 -2.534 -1.633
O -5.029 5.824 -2.178
C -3.639 -2.938 0.661
H 3.928 1.500 -1.299
H -6.516 1.939 -1.745
H -0.162 -4.774 0.761
F 8.974 0.264 -3.374
H 4.479 2.386 1.483
O -1.301 0.527 2.284
H -4.793 -2.096 5.429
O 8.851 2.954 -4.361
H 9.105 4.317 -2.781
P -1.219 -1.355 -1.337
F 7.290 1.858 -0.144
C -4.224 0.075 -0.012
O -6.185 -1.566 1.468
I -1.810 -4.400 3.247
H -3.392 -0.788 4.182
C -2.718 -1.802 1.300
C -5.552 1.031 0.103
C -0.489 1.245 0.193
H -6.222 -6.140 -0.479
F 6.450 3.810 -1.875
C 2.096 -0.302 0.823
H 1.054 0.678 2.468
H -1.201 -1.848 3.020
O -2.191 -0.578 -2.202
H -5.550 3.737 0.500
C -0.626 -0.046 1.084
H -5.623 -5.457 2.019
N -4.321 -3.772 1.579
H -4.102 -3.731 5.057
H 1.998 0.239 -0.173
C -4.340 -2.728 4.563
C 8.330 3.714 -3.261
C -5.523 -5.273 -0.260
C -5.607 3.634 -0.634
C -3.070 -1.872 4.083
H 0.188 -2.821 1.714
C -5.161 -0.799 2.066
C -3.950 -3.212 -0.830
F 10.910 2.672 -5.108
Cl -3.294 5.666 0.189
O -1.178 1.748 -0.877
C -2.249 -2.302 2.798
H 2.482 -1.367 0.584
F 6.852 1.918 -2.859
H -0.922 -2.597 -3.153
H 2.859 2.443 0.621
H -4.691 1.904 -1.889
C -5.131 -4.808 1.200
O 0.323 2.173 0.638
O -3.293 4.031 -2.215
H 8.562 3.357 -0.406
H -5.543 1.679 1.040
S -4.322 4.735 -1.387
O -1.198 -2.855 -2.237
N 4.554 1.522 -0.469
C -0.218 -2.668 0.661
F 9.163 1.637 -1.202
H 3.187 0.600 2.678
O -5.588 -0.296 3.177
O 0.346 -0.783 -1.867
H -5.087 -4.511 -2.470
F 11.042 0.085 -4.012
H -1.514 -4.202 -0.136
H -5.192 -2.812 3.812
N -0.591 -4.016 0.230
H -2.334 -2.013 4.977
H -6.630 4.077 -0.941
H -4.554 -0.698 -0.770

Cartesian forces (eV/Å) of the 2 atoms listed first:
1.02 -1.47 0.37
-0.36 -0.31 1.08

Computed properties:
E_tot in Ha: -4926.30506
Energy relative to the best compared isomer or geometry (same formula, charge and spin) in eV: 11.236
Lowest unoccupied orbital energy in eV: 2.86
F_max in eV/Å: 9.30
Spin multiplicity: 1
HOMO energy in eV: -2.044
Kohn-Sham gap in Eh: 0.1801
Net charge: -2

Entry 2:
Molecular formula: C28H38LiN8OPS2
Method: DFT, ωB97M-V/def2-TZVPD

CARTESIAN COORDINATES (ANGSTROEM)
H 1.426 -4.238 -4.396
H -1.806 -1.876 -3.090
H 1.122 -4.777 -1.769
H 0.996 1.107 -4.787
H -1.112 1.742 2.242
H 0.881 2.792 -1.517
C -1.605 -0.489 5.367
H -3.409 3.260 2.331
H -1.038 2.182 -3.232
C 1.769 1.275 -4.036
H -2.614 -0.946 -4.374
H 2.067 -1.925 -4.163
H -3.118 -0.606 6.870
N 1.249 1.056 -2.684
H -3.249 3.347 0.569
Li 0.208 -0.372 0.988
C -2.055 -0.565 6.672
H -2.123 1.532 -4.478
C 1.038 -2.155 -3.861
C -2.812 -0.629 1.285
C -1.729 1.373 -3.469
C -2.157 -0.886 -3.381
H -0.147 -2.861 -1.081
C 4.574 -0.285 0.891
H 0.363 -1.746 -4.614
H -1.533 -0.655 8.757
H -1.040 1.826 0.567
C -0.233 -0.440 5.108
H 4.257 -0.077 4.230
H -4.854 3.195 1.309
C -3.732 1.416 1.334
C 2.784 2.825 -2.549
S -1.807 -1.934 1.223
C -1.161 -0.591 7.742
H -0.174 -3.937 -3.690
H 2.510 -3.784 -2.242
C 0.843 -2.632 -1.486
C 1.702 2.101 -1.753
N -1.047 0.073 -3.455
H -2.903 -0.647 -1.381
H 2.063 1.676 -0.817
H 1.437 3.409 -4.138
C -3.813 2.894 1.385
C 1.420 -3.837 -2.229
C -2.895 1.244 -2.466
N 0.368 -0.351 3.871
C 2.269 2.717 -3.987
H -2.585 1.634 -1.496
C 2.612 -0.258 2.837
H 3.032 2.918 -4.738
C 3.969 -0.154 3.186
H -4.729 -1.463 1.377
H 5.996 -0.088 2.496
C 3.231 -0.372 0.559
O -0.258 0.086 -0.853
N -4.732 0.606 1.350
N -4.162 -0.638 1.315
C 0.651 -0.475 6.203
C 4.952 -0.162 2.220
C 0.882 -3.658 -3.651
H 0.909 -0.560 8.334
H 1.473 -2.306 -0.657
C 1.659 -0.326 3.944
H 5.336 -0.311 0.119
N -2.535 0.721 1.289
H 2.604 0.597 -4.248
N -1.265 1.253 1.370
H 2.987 -0.457 -0.502
C 0.203 -0.546 7.514
C -3.151 -0.278 -2.375
S 2.275 -0.422 5.613
P 0.148 -0.096 -2.264
H -3.773 1.803 -2.790
H 2.927 3.851 -2.214
H -2.310 -0.490 4.549
C 2.168 -0.351 1.484
H -4.183 -0.552 -2.595
N 0.749 -1.600 -2.535
H 3.732 2.291 -2.457

Cartesian forces (eV/Å) of the 2 atoms listed first:
-0.03 -0.02 -0.01
0.00 0.02 -0.04

Computed properties:
E_tot in Ha: -2748.43943
Energy relative to the best compared isomer or geometry (same formula, charge and spin) in eV: 0.261
Lowest unoccupied orbital energy in eV: 0.29
F_max in eV/Å: 1.14
Spin multiplicity: 1
HOMO energy in eV: -7.109
Kohn-Sham gap in Eh: 0.2719

Entry 3:
Molecular formula: C28H38N12O2PRbS
Method: DFT, ωB97M-V/def2-TZVPD

CARTESIAN COORDINATES (ANGSTROEM)
N 0.941 -0.482 -5.100
H -3.601 1.310 3.865
C -3.312 -0.822 1.358
N -1.447 1.261 2.229
C -0.352 -3.703 -2.295
C 0.657 -2.193 -3.910
H 2.589 2.880 2.502
C -1.724 -0.566 6.005
N 0.321 -3.505 -3.519
N 1.399 -0.213 -3.922
C 2.142 1.243 4.571
C -0.520 -0.165 3.911
H -2.413 4.939 1.411
H 0.853 2.503 2.379
Rb -0.224 -0.503 -0.588
C 4.176 -3.990 -0.434
C 2.620 -2.085 4.295
H 6.457 -3.007 1.003
O -3.446 1.855 -1.154
H 3.013 0.392 2.786
H -3.928 3.745 -0.656
N -1.415 -4.487 -2.183
C 1.673 -2.024 3.097
H 3.361 -1.283 4.275
C 1.860 2.105 2.238
N -1.757 -4.379 -0.884
H 5.152 -3.418 2.145
C -3.813 2.812 -0.101
C -6.380 3.079 0.347
H 4.586 -4.947 -0.164
H 0.133 -3.268 2.160
H -7.215 2.557 0.815
H 2.296 -2.136 2.201
N -0.938 -3.574 -0.277
N 3.064 -2.289 -1.248
H -3.697 0.264 6.089
H -6.285 4.063 0.817
H 2.092 -2.032 5.250
H -2.269 -1.037 1.587
O -3.233 0.567 -0.541
C -2.798 0.154 5.486
H -1.091 3.848 1.849
H 2.376 -1.781 -1.852
C -4.941 1.107 1.028
C -1.600 0.639 3.412
N 0.453 -1.743 -5.134
C 5.451 -2.746 1.339
N 1.242 -1.297 -3.123
H -1.321 4.331 0.166
H 1.220 1.740 4.882
H 2.974 1.939 4.733
C -3.522 0.610 0.920
C -0.604 -0.707 5.184
C 2.073 0.855 3.096
H -2.737 -1.588 7.621
P 0.792 -0.432 2.667
H -3.891 -1.007 2.263
C -1.845 4.057 1.090
H -1.558 -0.402 8.171
H -0.045 -3.088 3.910
H -6.629 3.253 -0.704
H 3.165 -3.037 4.282
C -2.519 1.653 1.489
C 0.683 -3.190 3.101
C -5.113 2.300 0.477
H 0.224 -1.303 5.558
H 2.697 -4.232 -2.066
H 5.448 -1.720 1.702
H -5.724 0.501 1.474
N -0.003 -3.135 -1.153
H 2.283 0.386 5.231
C 3.825 -1.767 -0.273
C -2.755 0.737 4.231
S 3.898 -0.145 0.214
C -2.715 2.855 0.912
H 1.982 1.875 1.179
N 4.509 -2.827 0.249
H -0.186 -3.959 -4.265
C -1.762 -1.148 7.396
H -3.648 -1.503 0.574
H -1.014 -1.938 7.506
H 1.217 -4.136 3.247
C 3.262 -3.645 -1.362

Cartesian forces (eV/Å) of the 2 atoms listed first:
-0.01 -0.05 0.03
0.00 0.01 0.01

Computed properties:
E_tot in Ha: -2660.90755
Energy relative to the best compared isomer or geometry (same formula, charge and spin) in eV: 1.816
Lowest unoccupied orbital energy in eV: 4.00
F_max in eV/Å: 0.69
Spin multiplicity: 1
HOMO energy in eV: -1.772
Kohn-Sham gap in Eh: 0.2122
Net charge: -2

Entry 4:
Molecular formula: C28H38N4O4PRbS2
Method: DFT, ωB97M-V/def2-TZVPD

CARTESIAN COORDINATES (ANGSTROEM)
C -2.387 4.923 5.059
H -1.578 5.508 5.503
H -2.331 4.190 -0.794
H -2.011 -3.484 5.969
C -1.121 2.969 -3.433
H -4.490 -1.743 5.531
C -4.449 0.865 -1.938
H -4.471 3.301 -3.340
S -2.564 -2.768 1.194
S -0.476 -1.156 3.312
H -3.737 1.452 4.536
H -6.246 2.293 0.988
C -2.741 4.649 2.591
H -5.204 1.000 3.650
C -0.965 1.682 -2.911
N -5.789 1.260 -1.763
C -4.181 1.366 3.543
H -6.305 0.525 -1.301
H 3.325 3.748 -1.049
C -0.343 3.137 2.401
N -4.204 4.724 -0.185
N 1.448 1.460 -2.313
C 2.585 3.007 -0.738
C 0.864 2.262 2.329
H -6.227 4.822 0.322
C -2.094 0.925 -2.471
H -0.260 3.390 4.492
H -5.655 3.319 -1.805
C -2.003 4.402 3.702
H -2.331 0.761 2.640
H -0.247 3.507 -3.785
O -0.910 2.713 0.145
C -2.379 3.556 -3.578
H 3.119 2.064 -0.614
H 0.340 -0.044 -3.038
O -3.404 -0.864 3.308
C -6.083 2.552 -1.166
H -3.272 5.557 5.002
H -4.600 2.241 0.364
C -5.564 2.749 0.266
P -2.250 -1.977 2.948
Rb -0.703 0.028 0.227
N 1.855 2.334 1.546
H 2.800 4.071 1.110
H 1.148 4.068 0.503
H 1.865 3.444 -2.719
H -2.145 4.867 -5.285
C 0.342 1.013 -2.766
C -2.953 4.361 0.084
C -3.952 -2.536 6.049
C -5.351 4.227 0.588
H -1.959 5.678 -3.737
H 0.862 1.430 3.036
H -4.379 4.796 -1.178
C -2.348 4.139 1.315
H 0.576 3.235 -1.539
H -4.201 2.357 3.087
C -3.414 1.593 -2.502
C 1.544 2.843 -1.861
H -3.771 0.349 1.671
H -4.215 -0.151 -1.645
C -2.561 -2.684 5.468
C -2.519 4.896 -4.259
O -1.971 -0.242 -2.005
H -5.162 4.377 1.645
O -2.642 -3.047 4.087
C -1.155 3.317 1.201
H -3.892 -2.291 7.112
H -2.606 4.100 5.744
H -1.983 -1.764 5.576
C 2.040 3.446 0.629
H -3.611 5.291 2.667
H -3.565 5.205 -4.300
C -0.812 3.611 3.582
C -3.370 0.415 2.690
C -3.498 2.872 -3.123
H -4.512 -3.466 5.937
H -7.165 2.701 -1.194

Cartesian forces (eV/Å) of the 2 atoms listed first:
0.01 0.00 -0.02
-0.01 0.01 0.01

Computed properties:
E_tot in Ha: -2771.69393
Energy relative to the best compared isomer or geometry (same formula, charge and spin) in eV: 0.000
Lowest unoccupied orbital energy (spin up / spin down) in eV: 1.50 / 1.50
F_max in eV/Å: 0.66
Spin multiplicity: 2
HOMO energy (spin up / spin down) in eV: -2.831 / -4.418
Kohn-Sham gap (spin up / spin down) in Eh: 0.1591 / 0.2174
Net charge: -1
Expectation value of S²: 0.788

Entry 5:
Molecular formula: C28H38N6OS4Sn
Method: DFT, ωB97M-V/def2-TZVPD

CARTESIAN COORDINATES (ANGSTROEM)
C -0.442 -3.820 -3.084
C 3.656 0.362 3.512
H -1.029 4.108 2.698
H 3.521 -0.101 0.191
H 2.413 -3.775 4.814
H 4.943 -0.661 2.141
C 1.668 -3.520 4.072
H -1.517 4.542 -3.252
S 1.272 -0.182 -2.565
C 1.800 1.481 2.464
H -2.599 -3.412 -1.630
H 2.232 1.565 4.565
C -2.403 -1.747 1.835
C 2.195 3.225 -2.377
C 0.320 -3.650 4.358
N -1.220 -1.804 -1.850
H 1.961 3.605 3.929
H -0.007 -4.044 5.311
C 0.840 3.258 -3.060
H 0.238 3.924 4.165
N -0.474 2.246 2.133
H -2.150 -1.185 2.732
H 3.116 -2.972 2.579
H -2.688 -0.358 -2.286
H -0.464 -3.638 -0.147
H 0.760 2.475 -3.814
C -0.236 -2.757 2.178
N -3.288 4.429 2.086
H -4.182 4.553 1.646
N 2.134 0.962 1.251
C 0.473 -4.451 -3.912
C 1.644 -3.803 -4.264
Sn 0.173 -0.189 -0.264
C -2.015 -1.032 -2.816
H 4.197 0.075 4.403
S 1.699 -2.220 0.272
C -1.863 3.591 -2.850
H -1.551 2.388 -4.624
H -2.921 -1.960 -0.690
O -0.313 3.961 -0.788
C 0.952 -1.867 -2.989
C 0.673 2.449 2.647
S -0.480 2.918 -1.840
H -2.606 -1.701 -3.453
C -0.620 -3.272 3.411
C 3.255 0.241 1.181
C -0.226 -2.532 -2.614
H -2.042 -4.072 0.551
H -1.673 -3.387 3.638
H 2.189 3.891 -1.516
C -2.347 2.638 -3.925
H -2.652 3.786 -2.128
N -1.386 3.224 2.354
H -2.891 -1.055 1.154
S -3.415 2.034 1.057
H 2.970 3.552 -3.069
H -1.344 -4.353 -2.818
H -2.711 1.716 -3.474
H 2.366 -4.283 -4.912
C -1.430 -3.241 0.168
C 1.006 3.700 3.422
C 1.131 -2.693 1.863
C -2.126 -2.622 -1.035
C 2.549 1.181 3.606
H 0.637 4.242 -3.486
C -2.634 3.271 1.825
H -2.764 5.263 2.299
H -1.351 -0.445 -3.448
H 0.254 -5.439 -4.295
H 1.078 4.538 2.724
H 2.430 2.215 -2.044
C 1.880 -2.523 -3.794
C 2.068 -3.060 2.828
H -3.113 -2.544 2.096
H -3.168 3.090 -4.482
C 4.046 -0.073 2.269
H 2.785 -1.996 -4.058
N -1.181 -2.259 1.227

Cartesian forces (eV/Å) of the 2 atoms listed first:
-0.17 -0.05 0.09
-0.02 0.03 0.22

Computed properties:
E_tot in Ha: -3300.58694
Energy relative to the best compared isomer or geometry (same formula, charge and spin) in eV: 0.611
Lowest unoccupied orbital energy in eV: 0.22
F_max in eV/Å: 1.32
Spin multiplicity: 1
HOMO energy in eV: -6.869
Kohn-Sham gap in Eh: 0.2606

Entry 6:
Molecular formula: C28H39AsCoNPS5
Method: DFT, ωB97M-V/def2-TZVPD

CARTESIAN COORDINATES (ANGSTROEM)
C -3.902 2.750 -0.323
H 2.172 -0.361 -4.930
C 2.712 -2.770 0.273
H 6.582 -2.822 -0.268
H 5.305 -4.945 -0.084
H -1.929 -1.839 4.312
H 0.111 5.804 -3.798
H 2.489 -3.590 -3.894
H -2.466 5.255 -3.816
H 2.350 1.290 2.246
C 5.514 -2.808 -0.103
C 3.462 -1.581 0.225
H -2.479 -0.076 -4.736
H -0.780 0.138 -5.127
N 0.089 -0.471 2.016
H 3.342 -0.123 2.626
C 0.865 -2.282 -3.331
H 0.151 -3.055 -3.035
H 1.470 4.667 -3.656
Co 0.315 -0.631 -0.073
H 3.027 -2.003 -3.354
P 0.456 -0.784 -2.359
H -1.895 -0.983 -2.498
H -3.721 3.759 0.024
H 2.759 1.270 -4.633
As -0.723 3.387 -3.835
H -1.490 3.084 -6.250
C -1.014 -1.450 3.888
C -1.019 -0.938 2.597
H 0.442 4.984 -2.253
C -2.337 -0.868 1.872
H -6.026 0.953 -2.245
H 2.869 -4.901 0.233
C -0.801 3.774 -5.764
H -2.808 0.085 2.112
H 1.058 1.010 -4.976
C 4.794 -3.994 0.000
H 0.200 -1.863 5.607
H 2.462 -3.184 -2.182
H 2.243 -0.898 4.547
S 0.966 -2.832 0.412
H -2.483 4.350 -2.283
C 2.293 -2.791 -3.177
C 1.668 0.457 -2.964
H -1.432 -1.481 -4.875
S -2.220 -0.946 0.064
C -5.000 2.466 -1.117
C -2.413 4.263 -3.367
H 0.667 -2.036 -4.376
C 0.165 -1.454 4.606
C -1.474 -0.449 -4.528
H 2.603 0.213 -2.451
S -0.023 1.691 -0.343
C 2.438 0.208 2.117
C 4.839 -1.607 0.018
C 1.921 0.592 -4.463
C 3.426 -3.974 0.185
S 2.668 0.003 0.335
C 1.300 -0.923 4.020
H -5.697 3.252 -1.374
S -1.537 2.219 0.938
H -1.374 0.682 -2.681
H 1.335 1.413 -2.551
C -1.194 -0.336 -3.033
C -4.306 0.175 -1.235
C 0.449 4.876 -3.338
H -3.253 3.662 -3.715
C 1.225 -0.442 2.724
H 0.187 3.640 -6.206
H -4.467 -0.842 -1.569
C -2.982 1.761 0.015
H -1.134 4.797 -5.948
H -2.988 -1.671 2.214
H 5.375 -0.668 -0.035
C -5.187 1.180 -1.602
C -3.221 0.448 -0.408

Cartesian forces (eV/Å) of the 2 atoms listed first:
0.03 -0.01 0.02
-0.01 -0.02 -0.02

Computed properties:
E_tot in Ha: -7096.01377
Energy relative to the best compared isomer or geometry (same formula, charge and spin) in eV: 0.000
Lowest unoccupied orbital energy (spin up / spin down) in eV: 0.32 / 0.50
F_max in eV/Å: 0.59
Spin multiplicity: 2
HOMO energy (spin up / spin down) in eV: -6.908 / -7.060
Kohn-Sham gap (spin up / spin down) in Eh: 0.2657 / 0.2778
Expectation value of S²: 0.777